# 1
Formula: C7H14N4
Source: the OMol25 dataset
Level of theory: wB97M-V/def2-TZVPD

Last column: Mulliken charge in e.
CARTESIAN COORDINATES (ANGSTROEM)
C  3.867  0.478  -0.307  -0.04
N  2.731  0.581  -0.156  -0.29
N  1.467  0.656  -0.073  0.66
C  0.782  1.942  -0.503  -0.73
C  0.826  -0.052  1.075  -0.98
C  0.889  -1.618  0.803  -0.72
C  0.106  -1.980  -0.467  -0.57
N  -1.258  -1.475  -0.513  -0.07
C  -1.592  -0.280  -0.370  0.31
C  -2.718  0.504  -0.546  -0.51
N  -3.416  1.191  0.278  -0.27
H  4.940  0.287  -0.117  0.51
H  -0.351  1.856  -0.147  0.18
H  1.126  2.949  -0.067  0.35
H  0.838  1.909  -1.643  0.35
H  -0.179  0.145  1.184  0.58
H  1.404  0.185  1.966  0.43
H  0.473  -2.037  1.717  0.39
H  1.866  -1.989  0.885  0.50
H  0.743  -1.662  -1.273  0.29
H  -0.034  -3.116  -0.505  0.38
H  -2.012  -2.136  -0.818  0.34
H  -2.674  0.815  -1.531  0.37
H  -4.158  1.766  -0.117  0.28
H  -3.666  1.083  1.243  0.25

Relative energy (zero: lowest compared OMol25 entry of this formula, charge and spin): 114.4 kcal per mole
Frontier orbital gap: 9.57 eV
Net charge: +2
E_LUMO: -7.24 eV

# 2
Formula: C7H14N4O3P
Source: the OMol25 dataset
Level of theory: wB97M-V/def2-TZVPD

Last column: Mulliken charge in e.
CARTESIAN COORDINATES (ANGSTROEM)
C  -0.814  -2.818  2.324  -1.15
C  -1.195  -1.506  1.657  1.04
N  -0.483  -0.431  1.683  -0.19
C  -0.758  0.867  0.933  -0.06
C  0.733  1.578  0.762  -1.19
C  1.794  0.695  0.039  -0.79
N  1.544  0.521  -1.391  0.43
N  1.642  1.641  -2.258  -0.73
C  0.710  -0.546  -1.550  0.56
O  0.399  -1.316  -0.636  -0.54
O  0.395  -0.850  -2.769  -0.53
C  -1.504  0.594  -0.268  -0.08
N  -1.265  1.452  -1.269  -0.30
P  -2.655  -0.626  -0.400  -0.21
O  -2.272  -1.566  0.963  -0.40
H  -0.498  -3.435  1.353  0.27
H  -0.103  -2.701  3.085  0.38
H  -1.724  -3.329  2.637  0.37
H  0.365  -0.415  2.236  0.28
H  -1.390  1.521  1.556  0.38
H  1.024  2.073  1.654  0.44
H  0.704  2.435  0.101  0.61
H  2.792  1.199  0.150  0.33
H  1.836  -0.284  0.488  0.52
H  1.241  1.245  -3.166  0.29
H  2.629  1.700  -2.438  0.28
H  -0.111  -1.667  -2.721  0.39
H  -0.911  2.415  -0.861  0.27
H  -2.122  1.555  -1.894  0.31

Relative energy (zero: lowest compared OMol25 entry of this formula, charge and spin): 0.0 kcal per mole
Frontier orbital gap: 8.46 eV
Net charge: +1
E_LUMO: -3.16 eV

# 3
Formula: C7H14N6
Source: the OMol25 dataset
Level of theory: wB97M-V/def2-TZVPD

Last column: Mulliken charge in e.
CARTESIAN COORDINATES (ANGSTROEM)
C  -0.966  -1.774  0.858  -0.41
C  -1.819  -0.657  0.364  0.62
C  -1.488  0.693  0.031  0.56
C  -3.765  0.264  -0.382  -0.40
C  0.987  1.192  0.329  0.45
C  3.120  -1.489  -0.787  -1.63
C  2.878  -0.130  -0.173  -0.71
N  -3.064  -0.924  0.076  -0.08
N  -0.416  1.446  0.096  -0.12
N  0.234  -2.068  0.994  -0.46
N  -2.666  1.205  -0.436  -0.21
N  1.656  2.278  0.584  -0.44
N  1.463  0.064  0.078  -0.38
H  -1.740  -2.665  1.172  0.24
H  -4.078  -0.010  -1.439  0.38
H  -4.429  0.482  0.426  0.38
H  2.872  -2.207  -0.146  0.52
H  2.617  -1.484  -1.649  0.44
H  4.205  -1.773  -1.079  0.34
H  3.385  0.587  -0.782  0.60
H  3.382  0.102  0.712  0.51
H  -3.733  -1.638  0.254  0.24
H  -0.672  2.343  -0.287  0.27
H  -2.858  2.009  -1.032  0.31
H  1.333  3.057  1.177  0.24
H  2.629  2.461  0.411  0.22
H  0.934  -1.364  0.629  0.51

Relative energy (zero: lowest compared OMol25 entry of this formula, charge and spin): 48.3 kcal per mole
Frontier orbital gap (alpha / beta): 5.93 / 5.93 eV
Net charge: +2
E_LUMO (alpha / beta): -10.62 / -10.62 eV

# 4
Formula: C7H14O
Source: the OMol25 dataset
Level of theory: wB97M-V/def2-TZVPD

Last column: Mulliken charge in e.
CARTESIAN COORDINATES (ANGSTROEM)
C  -0.229  0.174  -1.125  0.86
C  -0.384  0.093  0.343  -0.29
C  1.146  0.595  1.106  -0.46
C  -1.696  -1.063  -0.921  -0.81
C  -0.968  -1.322  0.394  -0.68
C  -0.426  1.523  -1.772  -1.59
C  1.422  -0.341  2.260  -1.20
O  0.786  -0.573  -1.730  -0.55
H  1.473  0.031  -2.045  0.39
H  -1.074  0.837  0.747  0.33
H  1.971  0.610  0.391  0.30
H  1.012  1.621  1.458  0.32
H  -1.603  -1.507  1.261  0.41
H  -1.595  -1.799  -1.714  0.34
H  -2.701  -0.649  -0.847  0.31
H  -0.204  -2.102  0.323  0.24
H  -0.767  1.399  -2.804  0.37
H  0.514  2.084  -1.797  0.40
H  -1.157  2.128  -1.233  0.36
H  0.581  -0.363  2.962  0.29
H  2.300  -0.016  2.833  0.39
H  1.596  -1.362  1.910  0.29

Relative energy (zero: lowest compared OMol25 entry of this formula, charge and spin): 61.4 kcal per mole
Frontier orbital gap: 9.14 eV
E_LUMO: 0.91 eV

# 5
Formula: C7H14O
Source: the OMol25 dataset
Level of theory: wB97M-V/def2-TZVPD

Last column: Mulliken charge in e.
CARTESIAN COORDINATES (ANGSTROEM)
C  -0.966  -2.226  1.303  -0.59
C  -0.075  -1.438  0.704  -0.48
C  -0.278  -0.007  0.423  0.36
C  -0.130  0.517  -0.802  -0.34
C  -0.289  2.030  -1.136  -1.09
C  -0.063  0.887  1.704  -0.72
C  -1.404  1.454  2.116  -1.10
H  -0.841  -3.261  1.572  0.31
H  -1.904  -1.735  1.563  0.21
H  0.934  -1.830  0.559  0.25
H  0.010  -0.077  -1.699  0.44
H  0.351  2.513  -0.408  0.28
H  -1.324  2.323  -1.221  0.26
H  0.243  2.094  -2.085  0.39
H  0.489  0.239  2.380  0.46
H  0.607  1.685  1.377  0.36
H  -1.839  0.711  2.843  0.29
H  -2.129  1.428  1.321  0.33
H  -1.460  2.246  2.861  0.39
O  3.538  -2.424  -4.765  -0.63
H  3.238  -3.292  -4.560  0.32
H  3.294  -1.838  -4.049  0.32

Relative energy (zero: lowest compared OMol25 entry of this formula, charge and spin): 59.9 kcal per mole
Frontier orbital gap: 9.69 eV
E_LUMO: 0.57 eV

# 6
Formula: C7H14O
Source: the OMol25 dataset
Level of theory: wB97M-V/def2-TZVPD

Last column: Mulliken charge in e.
CARTESIAN COORDINATES (ANGSTROEM)
C  -1.558  -0.053  0.308  0.38
C  -0.273  -0.631  -0.086  0.44
C  0.956  0.110  0.304  0.08
C  -0.516  -0.367  -1.526  -1.22
C  -1.909  1.392  0.440  -1.51
C  1.723  -0.306  1.527  -1.38
C  1.830  -0.377  -1.401  -1.12
O  -2.413  -0.935  0.943  -0.52
H  -3.268  -0.522  1.127  0.35
H  -0.207  -1.694  0.148  0.35
H  0.893  1.189  0.169  0.28
H  -0.521  0.648  -1.908  0.35
H  -0.967  -1.131  -2.156  0.29
H  -1.906  1.709  1.492  0.35
H  -1.217  2.025  -0.113  0.34
H  -2.915  1.590  0.048  0.46
H  1.671  -1.386  1.687  0.30
H  1.370  0.184  2.441  0.34
H  2.781  -0.042  1.405  0.38
H  1.691  -0.130  -2.456  0.38
H  2.022  -1.442  -1.283  0.28
H  2.733  0.169  -1.110  0.39

Relative energy (zero: lowest compared OMol25 entry of this formula, charge and spin): 123.2 kcal per mole
Frontier orbital gap: 7.44 eV
E_LUMO: 0.82 eV

# 7
Formula: C7H14O
Source: the OMol25 dataset
Level of theory: wB97M-V/def2-TZVPD

Last column: Mulliken charge in e.
CARTESIAN COORDINATES (ANGSTROEM)
C  2.947  0.044  -0.587  -0.89
C  2.102  0.895  -0.025  -0.17
C  0.637  0.895  -0.167  -0.28
C  -0.048  0.319  -1.152  0.06
C  -1.529  0.297  -1.319  -0.77
C  -2.361  0.639  -0.069  -0.40
C  -2.353  -0.487  0.938  -1.07
H  2.605  -0.808  -1.172  0.22
H  4.020  0.055  -0.458  0.27
H  2.542  1.740  0.502  0.30
H  0.089  1.356  0.645  0.17
H  0.474  -0.208  -1.946  0.28
H  -1.805  0.953  -2.125  0.38
H  -1.805  -0.691  -1.699  0.36
H  -2.024  1.581  0.355  0.31
H  -3.373  0.709  -0.465  0.32
H  -3.071  -0.296  1.744  0.33
H  -1.441  -0.703  1.485  0.26
H  -2.693  -1.402  0.463  0.31
O  0.924  -1.907  1.705  -0.68
H  0.896  -1.347  0.905  0.34
H  1.813  -1.789  2.052  0.34

Relative energy (zero: lowest compared OMol25 entry of this formula, charge and spin): 33.0 kcal per mole
Frontier orbital gap: 9.87 eV
E_LUMO: 0.88 eV

# 8
Formula: C7H14O2
Source: the OMol25 dataset
Level of theory: wB97M-V/def2-TZVPD

Last column: Mulliken charge in e.
CARTESIAN COORDINATES (ANGSTROEM)
C  1.474  0.872  -1.773  -1.41
C  1.246  -0.260  -0.816  0.87
O  0.753  -1.315  -1.140  -0.55
C  1.693  -0.057  0.632  0.21
C  1.297  1.297  1.219  -1.30
O  1.186  -1.097  1.430  -0.61
H  0.734  1.649  -1.579  0.31
H  2.464  1.307  -1.638  0.39
H  1.369  0.517  -2.796  0.37
H  2.798  -0.121  0.611  0.34
H  1.591  1.319  2.265  0.35
H  1.787  2.113  0.696  0.39
H  0.219  1.429  1.170  0.24
H  0.884  -1.790  0.818  0.39
C  -2.277  -0.865  -1.280  -0.85
C  -1.915  -0.298  -0.139  0.27
C  -2.156  -0.809  1.212  -0.95
H  -2.698  -1.860  -1.309  0.21
H  -2.169  -0.374  -2.231  0.26
H  -1.746  0.801  -0.105  0.21
H  -1.311  -0.746  1.894  0.26
H  -2.764  0.141  1.646  0.23
H  -2.459  -1.853  1.214  0.35

Relative energy (zero: lowest compared OMol25 entry of this formula, charge and spin): 41.8 kcal per mole
Frontier orbital gap: 9.93 eV
E_LUMO: 0.83 eV

# 9
Formula: C7H14O2
Source: the OMol25 dataset
Level of theory: wB97M-V/def2-TZVPD

Last column: Mulliken charge in e.
CARTESIAN COORDINATES (ANGSTROEM)
C  -0.067  0.372  -0.069  1.43
C  1.791  0.124  0.296  -0.28
C  -0.553  -0.981  0.038  -0.34
C  -0.899  1.036  1.029  -0.62
C  -2.074  0.109  0.810  -0.86
C  -0.068  1.105  -1.388  -1.81
C  -0.526  -1.947  -1.109  -1.49
O  1.945  -0.674  1.430  -0.53
O  2.342  1.391  0.479  -0.54
H  1.882  1.811  1.217  0.34
H  2.888  -0.735  1.647  0.33
H  2.271  -0.302  -0.593  0.42
H  -0.358  -1.489  0.979  0.40
H  -1.085  2.096  0.849  0.37
H  -0.441  0.892  2.008  0.31
H  -2.797  0.394  0.055  0.28
H  -2.470  -0.446  1.651  0.34
H  -1.087  1.386  -1.656  0.40
H  0.543  2.003  -1.298  0.40
H  0.332  0.499  -2.198  0.41
H  -0.682  -1.471  -2.074  0.33
H  0.425  -2.480  -1.125  0.31
H  -1.312  -2.693  -0.975  0.39

Relative energy (zero: lowest compared OMol25 entry of this formula, charge and spin): 78.2 kcal per mole
Frontier orbital gap: 8.40 eV
E_LUMO: 0.79 eV

# 10
Formula: C7H14O2
Source: the OMol25 dataset
Level of theory: wB97M-V/def2-TZVPD

Last column: Mulliken charge in e.
CARTESIAN COORDINATES (ANGSTROEM)
C  1.260  1.091  0.428  0.40
C  0.230  1.857  -0.335  -0.84
C  0.011  -0.004  1.899  -1.20
O  1.936  1.848  1.308  -0.45
O  1.978  0.162  -0.143  -0.49
H  2.678  1.332  1.657  0.39
H  1.621  -0.159  -1.066  0.29
H  0.745  2.433  -1.111  0.35
H  -0.469  1.184  -0.819  0.20
H  -0.293  2.540  0.328  0.32
H  0.876  -0.479  2.364  0.21
H  -0.898  -0.547  2.170  0.43
H  -0.146  0.971  2.359  0.37
C  -0.754  -1.510  -0.404  0.38
C  -2.226  -1.110  -0.477  -1.02
C  0.016  -1.352  -1.561  -0.13
C  0.848  -0.993  -2.397  -0.66
H  -0.612  -2.489  0.059  0.42
H  -0.243  -0.706  0.587  -0.35
H  -2.649  -1.041  0.528  0.29
H  -2.348  -0.135  -0.953  0.29
H  -2.822  -1.829  -1.042  0.36
H  1.260  -1.065  -3.379  0.45

Relative energy (zero: lowest compared OMol25 entry of this formula, charge and spin): 128.8 kcal per mole
Frontier orbital gap: 8.26 eV
E_LUMO: 0.75 eV

# 11
Formula: C7H14O2
Source: the OMol25 dataset
Level of theory: wB97M-V/def2-TZVPD

Last column: Mulliken charge in e.
CARTESIAN COORDINATES (ANGSTROEM)
C  1.448  1.041  0.768  -0.50
C  0.694  -0.334  0.829  0.16
C  1.278  -1.213  -0.284  -0.69
C  2.703  -0.655  -0.493  -0.66
C  2.487  0.874  -0.348  -0.63
H  0.759  1.851  0.486  0.21
H  1.947  1.318  1.718  0.28
H  -0.374  -0.162  0.767  -0.34
H  0.827  -0.809  1.859  0.23
H  0.667  -1.144  -1.201  0.27
H  1.319  -2.282  -0.038  0.35
H  3.184  -0.981  -1.399  0.39
H  3.270  -1.029  0.377  0.25
H  2.108  1.313  -1.309  0.26
H  3.413  1.417  -0.149  0.34
C  -4.046  -0.150  -0.509  -1.03
C  -2.705  0.130  0.147  0.89
O  -2.281  -0.696  0.982  -0.58
O  -2.020  1.108  -0.359  -0.39
H  -4.502  -1.148  -0.135  0.28
H  -4.830  0.665  -0.337  0.27
H  -4.027  -0.372  -1.592  0.30
H  -1.318  1.255  0.219  0.32

Relative energy (zero: lowest compared OMol25 entry of this formula, charge and spin): 14.1 kcal per mole
Frontier orbital gap: 10.89 eV
E_LUMO: 0.79 eV

# 12
Formula: C7H14O3
Source: the OMol25 dataset
Level of theory: wB97M-V/def2-TZVPD

Last column: Mulliken charge in e.
CARTESIAN COORDINATES (ANGSTROEM)
O  -2.428  1.781  -0.321  -0.52
C  -1.072  1.434  -0.524  -0.68
C  -0.619  0.528  0.607  0.40
C  -1.450  -0.759  0.763  -0.83
C  -0.494  -1.742  1.443  -0.69
C  0.836  -1.476  0.736  -0.40
C  0.825  0.026  0.455  0.14
C  1.970  0.852  0.048  -0.54
O  1.836  0.742  1.417  -0.53
H  -2.719  2.354  -1.035  0.33
H  -0.942  0.905  -1.486  0.26
H  -0.448  2.343  -0.553  0.35
H  -0.674  1.104  1.545  0.26
H  -2.377  -0.596  1.326  0.34
H  -1.729  -1.137  -0.234  0.30
H  -0.406  -1.501  2.513  0.28
H  -0.821  -2.787  1.363  0.38
H  1.729  -1.794  1.290  0.40
H  0.859  -2.014  -0.225  0.19
H  2.450  0.345  -0.980  0.30
H  1.803  1.869  -0.328  0.26
O  1.630  -0.371  -2.685  -0.69
H  0.898  -0.429  -1.855  0.37
H  1.343  0.326  -3.279  0.33

Relative energy (zero: lowest compared OMol25 entry of this formula, charge and spin): 86.1 kcal per mole
Frontier orbital gap: 10.02 eV
E_LUMO: 0.47 eV

Energy across the listed records, respectively: -493.340809, -1060.955158, -602.908703, -350.261586, -350.264049, -350.163087, -350.306837, -425.538682, -425.480573, -425.399916, -425.582721, -500.725944 a.u..